The following is a DFT calculation (ωB97M-V/def2-TZVPD) of a structure of composition C17H10ClF5IrN5OS.

Output
spin multiplicity	2
E_tot	-2464.5159	a.u.
total charge	+1

Each line ends with the natural charge from an NBO analysis.
Geometry (Å):
Ir -0.8973 0.2214 -0.4636  0.777
Cl -1.2294 2.3144 0.5949  0.087
S 1.4361 0.1900 -0.4210  -0.111
F -0.0504 -0.4284 -3.3751  -0.317
F 0.8868 -4.6598 -5.1858  -0.274
F 0.1980 -5.8215 -2.8218  -0.275
F 0.7527 -1.9430 -5.4263  -0.278
F -0.5924 -4.3070 -0.7392  -0.290
O -0.7442 -1.6445 -0.9204  -0.685
N -6.3896 -2.3099 -1.8955  -0.124
N -6.8841 1.5000 0.4088  -0.138
N -2.8716 0.0225 -0.6291  -0.314
N 1.9722 2.3827 1.0660  -0.471
N 2.1787 0.3217 2.1119  -0.505
C 0.1403 -4.5013 -2.9565  0.287
C 2.4510 4.4476 2.1976  -0.663
C -6.2179 0.7047 -0.0942  0.219
C -0.3399 -2.3281 -1.9901  0.185
C 0.4913 -3.9118 -4.1628  0.264
C 2.3549 2.9624 2.2121  0.352
C -5.4034 -0.2647 -0.7121  -0.187
C 2.5536 0.8477 3.2976  0.330
C 0.0118 -1.7605 -3.2098  0.288
C -5.9496 -1.3858 -1.3643  0.217
C 0.4242 -2.5349 -4.2828  0.275
C -0.8754 2.0823 -1.1728  -0.380
C -4.0166 -0.1038 -0.6663  0.405
C 2.6440 2.2170 3.3595  -0.307
C 1.8726 1.0735 1.0183  0.333
C -0.2665 -3.7202 -1.8930  0.282
C 2.8279 -0.0886 4.4206  -0.669
H 2.1038 -0.6834 1.9956  0.451
H 1.9356 -0.6721 4.6527  0.256
H 3.1440 4.7523 1.4126  0.264
H 3.1292 0.4587 5.3088  0.255
H 0.0966 2.4984 -1.4111  0.239
H 3.6239 -0.7842 4.1497  0.258
H 2.9374 2.6997 4.2793  0.252
H 2.7796 4.8499 3.1520  0.234
H 1.4776 4.8680 1.9408  0.256
H -1.6956 2.4385 -1.7853  0.223

The following is a DFT calculation (ωB97M-V/def2-TZVPD) of a cluster of 2 separate species, C17H10F2N3O4S in total at a distorted geometry.

Output
E_tot	-1716.8963	a.u.
total charge	-1

Each line ends with the natural charge from an NBO analysis.
Geometry (Å):
S 1.7811 0.1972 0.8974  0.293
F 1.9972 -2.3361 1.4236  -0.368
F 0.1727 -1.4343 2.3960  -0.327
O -1.6737 1.0260 3.0075  -0.616
O 6.7686 2.1757 -2.3052  -0.408
O -2.0612 -1.2186 -0.9720  -0.676
O 7.0914 0.0008 -2.2143  -0.410
N -0.8402 2.0013 -1.5758  -0.323
N 6.3436 1.0073 -2.1365  0.491
N -1.6875 0.3622 0.7295  -0.732
C 3.1571 -0.7065 -1.4131  -0.215
C -2.3998 -0.5507 0.0081  0.649
C 2.2883 0.4160 -1.2819  0.062
C -5.9084 -0.3475 2.2895  -0.231
C -0.0638 1.2488 -1.0967  0.323
C 0.9141 -1.4924 1.2551  0.472
C -4.6794 0.1787 2.7486  -0.186
C -2.1892 0.5432 2.0045  0.652
C 4.4877 -0.5082 -1.6798  -0.187
C -6.0261 -0.9564 1.0239  -0.223
C -3.5955 0.0570 1.8887  -0.117
C 2.7733 1.7318 -1.4725  -0.274
C -4.9107 -1.0772 0.1734  -0.201
C 4.1184 1.9335 -1.7371  -0.152
C 4.9728 0.8122 -1.8519  0.029
C -3.7231 -0.5615 0.6646  -0.117
C 0.8949 0.2177 -0.6658  -0.491
H -4.5297 0.6527 3.7075  0.220
H 2.0742 2.5522 -1.3250  0.244
H 2.7333 -1.6921 -1.2202  0.224
H -6.9801 -1.3547 0.6820  0.200
H -6.7834 -0.2823 2.9378  0.200
H -4.8952 -1.5317 -0.8043  0.224
H 0.4569 -0.7439 -0.9639  0.297
H 0.2259 -1.9079 0.5010  0.182
H 4.5136 2.9313 -1.8597  0.245
H 5.1817 -1.3437 -1.7631  0.248

The following is a DFT calculation (ωB97M-V/def2-TZVPD) of a structure of composition C17H10HgN3OS3 at a distorted geometry.

Output
spin multiplicity	2
E_tot	-2241.2744	a.u.
total charge	-2

Each line ends with the natural charge from an NBO analysis.
Geometry (Å):
Hg 0.0308 0.8903 -2.6815  0.967
S 0.1046 -1.7706 -3.2543  -0.348
S 1.3147 0.1920 -5.0722  -0.349
S 0.8548 0.0767 0.4075  1.214
O 1.4856 1.1984 -0.3425  -1.009
N 0.4610 -4.8787 -5.1753  -0.452
N 2.3407 -2.2151 -7.9165  -0.455
N -2.8817 2.1253 -2.3232  -0.551
C -1.8696 -0.2982 0.7026  -0.257
C 1.3290 0.0409 2.1556  -0.249
C -1.0693 1.9695 0.9326  -0.271
C 2.3166 1.0704 4.1002  -0.214
C 1.0457 -1.0820 2.9138  -0.228
C -2.3865 2.4042 1.1653  -0.180
C 1.0927 -2.4461 -5.6782  -0.540
C -3.4112 1.5109 1.1192  -0.246
C 2.0048 1.1074 2.7378  -0.227
C 1.4052 -1.1590 4.2476  -0.208
C -1.7251 2.1062 -2.4719  -0.285
C 2.0565 -0.0769 4.8450  -0.253
C 0.7146 -3.7644 -5.3680  0.345
C 1.7583 -2.2615 -6.9130  0.349
C -3.1696 0.1538 0.9204  -0.207
C 0.8515 -1.4050 -4.7481  -0.225
C -0.8290 0.6255 0.7020  -0.197
H 2.3842 -0.1143 5.8840  0.196
H -1.6670 -1.3491 0.5165  0.217
H -2.5682 3.4500 1.4031  0.196
H -4.4168 1.8452 1.3228  0.193
H 2.2640 1.9462 2.1223  0.232
H -3.9794 -0.5777 0.9129  0.200
H -0.2429 2.6691 0.9444  0.223
H 2.7329 1.9584 4.5827  0.200
H 1.1634 -2.0355 4.8436  0.201
H 0.5043 -1.9062 2.4630  0.219

The following is a DFT calculation (ωB97M-V/def2-TZVPD) of a structure of composition C17H11AsF2MgNO6S.

Output
E_tot	-4194.6680	a.u.
total charge	-1

Each line ends with the natural charge from an NBO analysis.
Geometry (Å):
As -1.8231 -0.0221 2.1425  1.672
S -1.2585 -1.9192 -1.3414  2.415
Mg 0.0720 0.1534 -0.4159  1.741
F 5.1996 1.9837 -0.1276  -0.352
F 4.5991 -1.3836 -3.2968  -0.343
O -0.2815 -0.8558 2.5159  -1.085
O -1.1957 -3.0740 -2.1903  -0.958
O -0.3776 -1.9345 -0.1601  -1.085
O -2.6088 -1.6215 1.6073  -0.824
O -1.5477 0.6652 0.6104  -1.351
O -0.9816 -0.6307 -2.0204  -1.081
N 1.1148 2.0490 0.6300  -0.521
C 2.4364 1.8493 0.7211  0.219
C 2.1748 0.0846 -1.0023  -0.477
C -5.2397 -1.8750 -1.5969  -0.278
C 4.9232 0.2946 -1.7002  -0.396
C 1.1521 3.3763 2.6145  -0.284
C -4.7888 -1.6879 0.7476  -0.271
C 3.1638 2.3808 1.7910  -0.249
C -5.6961 -1.7732 -0.2879  -0.197
C 0.4982 2.7893 1.5479  0.058
C 4.3636 1.0777 -0.7132  0.404
C -3.4047 -1.6939 0.5222  0.350
C 2.5152 3.1460 2.7391  -0.159
C 2.7368 -0.7125 -2.0015  -0.327
C 3.0269 0.9917 -0.3416  -0.167
C -3.8795 -1.9057 -1.8316  -0.103
C 4.0725 -0.5991 -2.3224  0.405
C -2.9524 -1.8174 -0.7950  -0.417
H -5.1169 -1.6115 1.7765  0.214
H 4.2182 2.1739 1.8751  0.228
H 3.0673 3.5505 3.5787  0.207
H -0.1090 -1.5404 1.8436  0.507
H 2.1407 -1.4365 -2.5474  0.222
H -3.5127 -2.0071 -2.8452  0.219
H -0.5732 2.8838 1.4142  0.218
H 0.6013 3.9683 3.3320  0.213
H -6.7582 -1.7622 -0.0737  0.201
H -5.9348 -1.9390 -2.4240  0.204
H 5.9637 0.3845 -1.9742  0.228